13
Properties=species:S:1:pos:R:3:forces:R:3:lowdin_charge:R:1 method="wB97M-V/def2-TZVPD" multiplicity=1 e_above_lowest_kj_mol=488.00 e_lumo_ev=0.6610 homo_energy_ev=-8.49
C 2.3036 0.5312 0.6040 -0.44 -0.47 0.02 0.12
C 1.2879 -1.5625 -0.6019 3.04 0.96 -1.23 -0.10
C -1.8587 -0.7417 0.4025 1.39 -0.99 -1.24 -0.23
C 1.7301 -0.4329 0.1647 1.75 0.13 -0.19 -0.17
C 0.0245 -1.6096 -0.4116 -0.69 -2.54 0.25 -0.19
N -0.9744 -1.8130 0.2351 -0.73 0.28 -0.47 0.16
N -1.8455 0.3612 -0.1674 -1.31 1.49 -0.69 -0.02
N -1.1743 0.6177 -1.2984 1.47 -2.68 0.46 0.03
H 2.7961 1.3629 1.0259 0.06 0.29 0.19 0.02
H 1.9571 -1.9982 -1.3737 -0.95 0.38 0.52 0.13
H -2.3829 -0.9418 1.2291 -2.47 0.13 2.98 0.07
H -0.8558 -0.1842 -1.9117 -0.73 1.60 0.83 0.12
H -1.5322 1.4398 -1.6619 -0.38 1.41 -1.42 0.06



13
Properties=species:S:1:pos:R:3:forces:R:3:lowdin_charge:R:1 method="wB97M-V/def2-TZVPD" multiplicity=1 e_above_lowest_kj_mol=313.52 e_lumo_ev=0.2341 homo_energy_ev=-9.70
C -0.3894 2.3475 -0.8726 -0.60 -2.26 1.07 -0.12
C -0.3429 0.8811 -0.2419 1.83 3.43 -0.89 -0.19
C 0.5084 -1.2001 -0.5682 -1.06 1.17 -1.71 -0.12
C 0.4768 -1.4155 0.7355 -0.58 -1.37 3.38 -0.11
C -0.3288 -0.6692 1.7613 0.60 -0.35 8.44 -0.24
H -1.2448 0.5449 0.1110 -2.76 0.82 1.43 0.08
H 0.3692 0.7440 0.6871 -0.72 1.38 -2.34 0.13
H 0.1763 0.0727 -2.0628 2.43 1.61 -5.92 0.05
H 1.0407 -1.8307 -1.2219 0.58 -0.88 -0.50 0.11
H 0.9695 -2.3122 1.3012 -0.81 1.76 -1.71 0.15
N -0.5756 3.3732 -1.3669 0.39 -0.70 0.35 0.12
N -0.1312 -0.1208 -1.2355 -0.03 -3.22 7.07 0.02
N -0.5282 -0.4149 2.9737 0.74 -1.38 -8.67 0.13



13
Properties=species:S:1:pos:R:3:forces:R:3:lowdin_charge:R:1 method="wB97M-V/def2-TZVPD" multiplicity=1 e_above_lowest_kj_mol=451.25 e_lumo_ev=0.3241 homo_energy_ev=-9.10
C -0.9871 -0.0189 1.3750 -0.27 -3.57 -3.70 -0.08
C 0.4231 0.3057 0.9175 0.94 -0.33 -0.82 -0.20
C 0.9164 1.3526 -0.9611 3.20 5.15 -3.01 -0.25
C 0.8039 0.0000 -1.5231 -0.33 3.60 -5.81 -0.05
C 0.4214 -0.5558 -0.4602 -4.11 -5.51 6.30 -0.22
H -1.3651 -1.5603 -1.1152 2.79 -0.85 2.61 0.19
H -1.6365 0.5583 1.9886 -0.15 0.05 0.74 0.09
H 1.1110 0.0603 1.8904 -1.03 0.52 -2.84 0.19
H 1.3000 2.3898 -1.5246 -1.18 -3.08 0.62 0.16
H 0.4770 -0.0221 -2.6998 1.11 -0.74 3.35 0.18
N -0.6269 -1.6314 -0.2244 -0.55 1.81 -3.64 -0.04
N -1.4695 -1.1182 0.7437 0.34 3.69 2.93 -0.03
N 0.7603 1.6170 0.2481 -0.76 -0.75 3.26 0.04



13
Properties=species:S:1:pos:R:3:forces:R:3:lowdin_charge:R:1 method="wB97M-V/def2-TZVPD" smiles="C1=c2[nH]ncc2=NC1" multiplicity=1 e_above_lowest_kj_mol=231.16 e_lumo_ev="-0.0721 / -0.0721" homo_energy_ev="-8.30 / -8.30"
C 1.2324 -0.9033 0.0557 -6.41 -4.78 -1.21 0.00
C -1.7408 1.0340 -0.0188 0.46 -0.75 0.33 -0.07
C -0.2281 -0.6610 -0.0138 5.95 0.94 0.66 -0.18
C -0.2968 0.7968 -0.0097 0.06 -0.13 0.48 -0.25
C 1.8302 0.3710 0.0029 2.71 2.95 0.12 -0.31
N -2.3681 -0.0872 0.0394 -0.35 -0.53 0.12 0.06
N 0.8446 1.4145 0.1033 -1.55 0.16 -0.86 0.09
N -1.4702 -1.1430 0.1288 0.34 3.53 0.41 0.05
H 1.4317 -2.0205 -0.1037 1.03 2.13 0.47 0.12
H -2.3747 1.8712 -0.0112 -0.16 1.29 -0.12 0.09
H 2.5473 0.6134 0.8236 -0.25 -0.55 -0.27 0.14
H 2.4528 0.6812 -0.9013 -0.72 -0.78 0.72 0.16
H -1.8603 -1.9670 -0.0951 -1.12 -3.49 -0.85 0.10



14
Properties=species:S:1:pos:R:3:forces:R:3:lowdin_charge:R:1 method="wB97M-V/def2-TZVPD" multiplicity=1 e_above_lowest_kj_mol=146.06 e_lumo_ev=-0.3153 homo_energy_ev=-11.32
C -0.9455 0.9964 0.0899 0.05 0.36 0.89 -0.37
C -0.1102 0.1450 1.0848 -0.32 0.21 -0.09 -0.08
C 0.7020 -0.8982 0.3807 -0.29 -0.26 0.62 -0.40
O -0.2201 2.0541 -0.4846 0.15 0.02 -0.26 0.00
N 0.6248 -2.1050 0.7331 -0.08 -0.44 0.24 0.20
C -1.5058 0.0953 -0.9097 -0.13 0.37 -0.03 -0.18
C 1.5263 -0.4336 -0.7005 0.56 -0.18 -0.54 -0.16
N -1.8551 -0.6343 -1.7146 -0.30 -0.53 -0.53 0.20
N 2.1940 -0.1100 -1.5758 0.04 0.20 -0.11 0.20
H 0.3840 1.7232 -1.1658 -0.08 0.03 0.12 0.09
H -1.7684 1.4855 0.6380 0.29 -0.31 -0.16 0.16
H 1.1945 -2.7717 0.2103 0.05 0.37 -0.14 0.08
H -0.7668 -0.3710 1.7878 0.09 0.04 -0.06 0.13
H 0.5463 0.8243 1.6264 -0.01 0.10 0.06 0.13



15
Properties=species:S:1:pos:R:3:forces:R:3:lowdin_charge:R:1 method="wB97M-V/def2-TZVPD" multiplicity=3 e_above_lowest_kj_mol=19.98 e_lumo_ev="0.0515 / -3.5896" homo_energy_ev="-5.34 / -8.92"
C 2.1571 -1.2936 1.9925 -0.95 0.50 -1.59 -0.41
C -0.1738 -0.7891 -1.2214 1.40 -2.34 -0.50 -0.04
C -2.2557 -0.3791 -1.3945 0.61 2.02 1.84 -0.11
C -0.3549 0.3822 -0.5751 1.20 5.09 1.96 -0.30
C 1.3840 0.6645 1.2503 -2.74 2.67 -4.30 -0.17
N 2.8392 -2.0746 2.4825 1.32 -1.34 1.57 0.10
N -1.3590 -1.2377 -1.7049 1.22 -1.78 -0.93 0.10
N 1.4103 -0.5963 1.1871 0.09 -3.94 0.13 -0.01
N -1.6897 0.6748 -0.6515 -0.36 -1.71 -1.76 0.15
N 0.6254 1.2697 -0.0737 -1.02 -4.04 1.40 0.17
H 0.8447 -1.2336 -1.2426 -1.27 -0.07 -0.47 0.14
H -3.3117 -0.4405 -1.5124 -0.50 -0.14 -0.30 0.13
H 1.7506 1.3823 1.8258 1.74 2.89 2.17 0.03
H -2.2111 1.4568 -0.3741 -0.28 1.18 0.64 0.14
H 0.3444 2.2142 0.0119 -0.47 1.01 0.15 0.10